The following is a DFT calculation (the ωB97M-V functional and the def2-TZVPD basis) of a molecular structure, C22H24N4OP2Rh.

Output
- gap between HOMO and LUMO (spin up / spin down) (eV) = 5.986 / 4.096
- ΔE to the lowest compared entry with this formula, charge and spin (kcal/mol) = 99.57
- HOMO level (spin up / spin down) (eV) = -9.46 / -11.17
- largest force on an atom (eV/Å) = 5.48
- LUMO (spin up / spin down) (eV) = -3.4711 / -7.0717
- energy (eV) = -52783.807

Structure (ORCA input):
```
! RIJCOSX wB97M-V def2-TZVPD def2/J DEFGRID3
* xyz 1 5
C -2.090 2.774 -2.581
C -1.700 1.496 -2.204
C -0.295 1.139 -2.392
C 0.707 2.192 -2.357
C 0.203 3.507 -2.271
C -1.114 3.779 -2.627
C 2.091 1.849 -2.175
C 2.364 0.458 -2.036
C 1.274 -0.497 -2.114
C 1.520 -1.862 -1.642
C 2.825 -2.347 -1.650
C 3.868 -1.406 -1.669
C 3.599 -0.055 -1.569
H -3.148 2.991 -2.764
H 0.915 4.298 -2.070
H -1.393 4.764 -2.971
H 2.488 2.381 -1.301
H 2.998 -3.427 -1.616
H 4.886 -1.783 -1.722
H 4.379 0.662 -1.313
N 0.072 -0.152 -2.672
Rh -0.342 -0.179 1.885
C -2.616 0.500 -1.469
H -2.406 -0.551 -1.775
H -3.704 0.721 -1.635
C 0.322 -2.650 -1.070
H -0.617 -2.499 -1.658
H 0.539 -3.745 -0.969
P -2.231 0.622 0.409
P -0.038 -2.112 0.679
C 1.286 -2.779 1.691
H 1.140 -2.468 2.730
H 1.213 -3.859 1.577
H 2.244 -2.394 1.330
C -1.542 -3.005 1.126
H -1.182 -4.024 1.277
H -1.971 -2.587 2.049
H -2.250 -2.938 0.292
C -2.603 2.321 0.818
H -3.602 2.612 0.507
H -2.525 2.459 1.891
H -1.895 2.998 0.356
C -3.644 -0.326 1.137
H -3.447 -0.421 2.221
H -4.564 0.253 0.949
H -3.693 -1.325 0.671
C -1.000 0.002 3.530
O -1.488 -0.175 4.567
H -0.107 1.130 1.162
N 1.781 0.143 2.285
C 2.708 0.450 2.907
N 3.761 0.779 3.530
C 3.889 1.022 4.790
N 4.135 1.262 5.931
*
```

Partial charges, Mulliken, in e: atom 1 (C): -0.63, atom 2 (C): -0.02, atom 3 (C): 0.26, atom 4 (C): 1.15, atom 5 (C): -0.90, atom 6 (C): -0.55, atom 7 (C): -0.93, atom 8 (C): 1.10, atom 9 (C): 0.35, atom 10 (C): -0.25, atom 11 (C): -0.45, atom 12 (C): -0.54, atom 13 (C): -1.02, atom 14 (H): 0.42, atom 15 (H): 0.46, atom 16 (H): 0.45, atom 17 (H): 0.26, atom 18 (H): 0.42, atom 19 (H): 0.42, atom 20 (H): 0.47, atom 21 (N): -0.45, atom 22 (Rh): -0.48, atom 23 (C): -0.99, atom 24 (H): 0.40, atom 25 (H): 0.61, atom 26 (C): -1.05, atom 27 (H): 0.47, atom 28 (H): 0.60, atom 29 (P): 0.90, atom 30 (P): 1.46, atom 31 (C): -1.57, atom 32 (H): 0.42, atom 33 (H): 0.55, atom 34 (H): 0.26, atom 35 (C): -1.33, atom 36 (H): 0.55, atom 37 (H): 0.34, atom 38 (H): 0.32, atom 39 (C): -1.32, atom 40 (H): 0.46, atom 41 (H): 0.40, atom 42 (H): 0.32, atom 43 (C): -1.30, atom 44 (H): 0.33, atom 45 (H): 0.49, atom 46 (H): 0.30, atom 47 (C): -0.03, atom 48 (O): -0.35, atom 49 (H): 0.38, atom 50 (N): -0.33, atom 51 (C): 0.40, atom 52 (N): -0.42, atom 53 (C): 0.52, atom 54 (N): -0.33